# C19H55N7O4P4S

3 unconnected molecules or ions with the total composition C19H55N7O4P4S at a distorted geometry (the ωB97M-V functional and the def2-TZVPD basis, OMol25).

## Properties
Highest occupied orbital energy: -7.9 eV
M: 601.66 g mol⁻¹
E_tot: -87196.264 eV

Geometry as ORCA input:
```
! RIJCOSX wB97M-V def2-TZVPD def2/J DEFGRID3
* xyz 0 1
C -3.96 0.87 2.16
C -2.76 1.97 2.39
C -2.07 2.50 0.96
C -1.23 1.22 0.37
P -1.01 4.02 1.42
C 0.10 3.90 -0.13
C 1.55 3.15 0.12
C 2.08 2.55 1.56
N 2.43 3.03 -0.96
P 0.03 5.85 2.02
O 1.77 5.71 2.10
O -0.50 6.22 3.68
S -0.44 7.42 0.96
H -4.72 1.16 1.32
H -4.50 0.74 3.22
H -3.48 -0.19 1.92
H -3.05 2.86 3.10
H -1.88 1.40 2.96
H -2.92 2.88 0.22
H -1.02 1.37 -0.80
H -1.79 0.18 0.46
H -0.17 1.06 0.86
H -2.23 4.83 1.31
H -0.71 3.43 2.71
H 0.37 5.02 -0.43
H -0.47 3.47 -1.09
H 3.07 3.11 1.93
H 2.33 1.40 1.45
H 1.32 2.64 2.44
H 1.98 3.47 -1.82
H 2.20 6.58 1.85
H -1.51 6.30 3.56
O -5.58 -2.43 2.94
P -5.46 -3.92 3.34
N -4.87 -4.32 1.79
C -5.23 -5.43 0.92
C -3.52 -3.83 1.48
N -7.17 -4.14 3.35
C -7.91 -5.08 2.52
C -8.01 -2.96 3.57
N -5.33 -5.64 3.81
C -5.90 -5.88 5.16
C -3.94 -6.13 3.92
H -5.01 -6.41 1.35
H -4.71 -5.39 -0.04
H -6.29 -5.40 0.65
H -2.76 -4.40 2.00
H -3.41 -2.78 1.78
H -3.30 -3.86 0.41
H -8.07 -4.68 1.51
H -8.90 -5.28 2.95
H -7.43 -6.06 2.45
H -8.10 -2.35 2.66
H -7.61 -2.33 4.37
H -9.02 -3.23 3.89
H -5.39 -5.28 5.92
H -5.82 -6.94 5.44
H -6.97 -5.64 5.22
H -3.33 -5.47 4.54
H -3.46 -6.22 2.94
H -3.91 -7.14 4.34
O 5.96 -0.80 -5.24
P 5.84 0.59 -4.56
N 6.64 1.33 -5.88
C 7.70 2.32 -5.87
C 5.88 1.37 -7.13
N 7.02 0.19 -3.36
C 8.27 0.89 -3.14
C 7.22 -1.23 -3.05
N 5.70 2.18 -3.77
C 5.15 2.06 -2.40
C 4.79 3.11 -4.46
H 7.41 3.26 -5.40
H 8.05 2.57 -6.88
H 8.60 1.95 -5.37
H 5.09 2.12 -7.10
H 5.41 0.41 -7.34
H 6.52 1.59 -8.00
H 9.04 0.57 -3.85
H 8.65 0.68 -2.13
H 8.16 1.97 -3.18
H 7.83 -1.73 -3.81
H 6.26 -1.76 -2.97
H 7.71 -1.36 -2.07
H 4.15 1.60 -2.42
H 5.07 3.04 -1.92
H 5.78 1.46 -1.74
H 3.81 2.65 -4.65
H 5.19 3.47 -5.41
H 4.63 4.02 -3.86
*
```